This record from the Open Molecules 2025 dataset describes C11H17BrF3N2O6PV as an isolated structure at a distorted geometry. The level of theory is ωB97M-V/def2-TZVPD.

CARTESIAN COORDINATES (ANGSTROEM)
O -0.61735 2.49100 4.72853
N -1.11602 2.45799 3.66334
O -0.15760 2.40598 2.66334
C -0.87101 2.09463 1.44840
C -0.31599 2.97130 0.17049
O -0.66541 4.15904 -0.00500
N 0.56213 2.11770 -0.68121
C 0.69613 0.69078 -0.14660
C 0.85031 -0.16391 -1.50556
C 1.41583 -1.69341 -1.27439
C 2.91664 -1.93366 -1.80878
O 3.77978 -2.26155 -0.66704
C 2.16188 0.75831 0.51632
F 2.54251 -0.36677 1.28401
F 3.24057 0.90254 -0.46654
F 2.36273 1.90003 1.36738
C -0.63894 0.62452 0.74316
C -1.93386 0.62431 -0.27894
C -2.72363 -0.77138 -0.37542
C -1.89526 -2.03319 -0.90415
O -2.82472 -3.16722 -0.91815
P -0.92330 -0.67310 2.07282
O -2.40790 -0.25208 2.84338
Br 0.52248 -0.63522 3.77737
H -1.95480 2.34537 1.78232
H 1.42516 2.55744 -1.02554
H 1.59046 0.30012 -2.27352
H -0.11637 -0.30534 -2.10720
H 1.26152 -1.99080 -0.16568
H 0.72913 -2.41752 -1.86690
H 3.34975 -1.10135 -2.47434
H 2.89430 -2.90880 -2.43654
H 4.25535 -1.43099 -0.44300
H -2.73777 1.39871 0.04601
H -1.65649 0.94814 -1.34368
H -3.56330 -0.59876 -1.16197
H -3.30968 -1.06238 0.58546
H -1.53381 -1.94754 -1.99805
H -1.03762 -2.36778 -0.18912
H -3.60675 -2.96762 -0.35473
H -2.95943 0.30933 2.24512
V 3.01036 0.99309 -3.06540

Computed properties:
- 2S+1 = 1
- net charge = +3
- highest occupied orbital energy (eV) = -18.111
- lowest unoccupied orbital energy (eV) = -15.7833